{"formula": "C14H30N2O16", "method": "the ωB97M-V functional and the def2-TZVPD basis", "elements": ["C", "N", "O", "O", "H", "H", "H", "C", "N", "O", "O", "H", "H", "H", "C", "O", "C", "O", "O", "C", "H", "H", "H", "H", "H", "H", "C", "O", "C", "O", "O", "C", "H", "H", "H", "H", "H", "H", "C", "O", "C", "O", "O", "C", "H", "H", "H", "H", "H", "H", "C", "O", "C", "O", "O", "C", "H", "H", "H", "H", "H", "H"], "coordinates": [[-2.962, 0.634, -0.726], [-1.967, 1.560, -0.232], [-1.582, 2.393, -1.044], [-1.661, 1.571, 0.961], [-3.934, 1.126, -0.714], [-3.029, -0.110, 0.068], [-2.833, 0.220, -1.726], [2.080, 0.284, 1.522], [3.132, 0.480, 0.466], [4.024, 1.262, 0.710], [3.033, -0.204, -0.561], [1.623, 1.226, 1.821], [2.612, -0.124, 2.381], [1.315, -0.360, 1.086], [-0.774, -2.333, -6.312], [-0.967, -2.969, -5.064], [-1.559, -2.424, -4.072], [-1.737, -1.199, -3.816], [-1.817, -3.455, -3.286], [-2.496, -3.343, -2.077], [0.181, -1.806, -6.295], [-1.581, -1.613, -6.447], [-0.696, -3.069, -7.112], [-1.973, -2.673, -1.394], [-2.579, -4.322, -1.604], [-3.498, -2.986, -2.312], [0.332, 0.562, -1.929], [0.639, -0.336, -0.913], [-0.363, -1.112, -0.429], [-1.569, -1.101, -0.841], [0.113, -1.714, 0.731], [-0.422, -2.992, 1.140], [1.031, 1.334, -2.251], [-0.521, 1.207, -1.715], [0.167, -0.010, -2.842], [-1.472, -3.029, 1.427], [0.235, -3.369, 1.924], [-0.266, -3.706, 0.331], [4.108, 3.935, 1.655], [3.153, 3.471, 0.703], [1.895, 3.201, 0.994], [1.240, 3.400, 1.981], [1.426, 2.522, -0.074], [-0.016, 2.211, -0.111], [4.579, 4.878, 1.379], [4.917, 3.210, 1.567], [3.709, 3.802, 2.661], [-0.548, 3.134, -0.340], [-0.397, 1.754, 0.803], [-0.208, 1.530, -0.941], [0.289, -2.329, 3.697], [-0.424, -1.170, 3.303], [0.038, 0.021, 3.412], [1.107, 0.287, 3.846], [-0.916, 0.781, 2.833], [-0.897, 2.155, 3.069], [1.236, -2.425, 3.165], [-0.399, -3.136, 3.444], [0.468, -2.522, 4.754], [-0.149, 2.654, 2.454], [-0.617, 2.511, 4.061], [-1.851, 2.625, 2.833]], "forces_ev_per_a": [[-2.4, -0.7, 1.1], [-5.0, 1.1, -0.1], [-10.4, -0.7, -3.4], [-8.5, -2.0, -2.0], [0.1, 0.8, 0.1], [-0.3, 0.0, -0.5], [0.5, 0.5, 0.3], [0.5, 0.0, -0.5], [-0.5, -0.8, -0.7], [0.2, -1.0, -0.2], [1.1, 0.9, 1.2], [0.6, -0.3, -0.2], [-0.1, -0.1, -0.3], [0.9, 0.3, 0.7], [0.3, 1.1, 0.1], [1.1, -1.3, -2.5], [-0.6, 3.6, 2.7], [0.1, -3.6, -1.2], [0.3, -0.9, -0.3], [-0.8, 0.4, 0.9], [0.0, 0.2, 0.0], [0.1, -0.1, -0.4], [-0.4, -0.2, 0.4], [-0.6, -0.5, -0.5], [0.1, -0.2, -0.4], [-0.2, 0.2, 0.4], [-0.7, -1.4, -5.2], [-1.2, -1.4, 1.5], [-2.3, 1.0, 0.1], [6.7, -1.3, 2.0], [-1.2, 0.0, -2.2], [0.6, -1.0, -1.4], [1.1, -0.6, 1.1], [-1.1, -3.2, -4.6], [-0.3, -0.2, -0.1], [0.1, 0.6, 0.1], [-0.5, 0.4, -0.9], [-0.3, 0.1, -0.4], [0.3, -1.4, 0.2], [0.0, 1.6, -0.2], [-0.4, -1.2, -2.3], [1.4, 1.4, 0.6], [0.9, 0.3, 0.5], [10.0, 3.4, 3.2], [-0.8, 0.3, 0.2], [0.1, -0.1, 0.1], [0.0, 0.7, 0.0], [3.4, 1.0, 2.0], [4.8, 1.4, -0.6], [4.1, 3.1, 5.3], [0.0, -0.6, 0.9], [-1.6, -3.2, 0.4], [-0.9, 1.1, -0.7], [0.8, 1.2, 1.4], [0.8, -1.1, 2.0], [0.6, 2.7, 0.6], [0.0, 0.1, 0.1], [0.3, 0.2, 0.2], [0.1, 1.1, 0.3], [-0.7, -0.5, 0.2], [-0.1, -0.9, 0.5], [-0.2, -0.6, 0.2]], "orbital_gap_ev": 7.22, "multiplicity": 1, "e_lumo_ev": -0.96, "de_lowest_kcal_mol": 337.5}


{"formula": "C5H11NO", "method": "the ωB97M-V functional and the def2-TZVPD basis", "elements": ["C", "C", "N", "C", "C", "C", "H", "H", "H", "H", "H", "H", "H", "H", "H", "H", "H", "O"], "coordinates": [[1.282, -0.308, -0.455], [-0.100, -0.420, -0.455], [-1.008, -0.815, -1.446], [2.245, -0.004, 0.715], [1.482, -0.098, 2.044], [1.015, 0.919, 2.791], [1.783, -0.246, -1.463], [-0.609, 0.063, 0.439], [-1.748, -1.496, -1.170], [-1.378, -0.062, -1.994], [2.673, 0.975, 0.531], [3.096, -0.652, 0.865], [1.944, -0.848, 2.760], [0.850, 0.555, 3.895], [1.021, 1.916, 2.366], [-3.627, -0.205, -3.023], [-4.269, 0.448, -1.773], [-3.527, 0.591, -2.394]], "forces_ev_per_a": [[-1.0, -0.1, -1.9], [1.7, 1.6, 2.8], [0.2, -1.2, -1.0], [-2.9, 0.3, 0.2], [2.9, 0.8, 2.1], [0.4, -2.1, 1.0], [-0.5, -0.9, 0.9], [0.8, -1.3, -0.3], [1.1, 1.2, 0.0], [-0.4, 0.2, 0.0], [0.0, 0.5, 0.2], [0.1, -0.6, -0.8], [-1.4, -0.2, -1.3], [-0.1, 1.8, -2.1], [-0.7, 0.2, 0.5], [0.3, 1.9, 1.3], [0.6, 0.2, -0.4], [-1.0, -2.1, -1.1]], "orbital_gap_ev": 9.24, "multiplicity": 1, "e_lumo_ev": 0.67, "de_lowest_kcal_mol": 92.1}


{"formula": "C31H38RuSb", "method": "the ωB97M-V functional and the def2-TZVPD basis", "elements": ["C", "H", "H", "H", "C", "H", "H", "C", "H", "H", "H", "C", "C", "C", "C", "C", "C", "C", "C", "C", "C", "Ru", "H", "H", "H", "H", "H", "H", "H", "H", "H", "H", "H", "H", "H", "H", "H", "C", "C", "C", "C", "C", "C", "Sb", "C", "C", "C", "C", "C", "C", "C", "C", "C", "C", "C", "C", "H", "H", "H", "H", "H", "H", "H", "H", "H", "H", "H", "H", "H", "H", "H"], "coordinates": [[-0.335, -1.105, -2.330], [-1.356, -0.883, -2.008], [-0.209, -0.707, -3.347], [-0.413, 0.857, -0.979], [-0.106, -2.605, -2.305], [0.949, -2.832, -2.084], [-0.684, -3.024, -1.468], [-0.531, -3.287, -3.612], [-0.327, -4.355, -3.583], [-1.601, -3.153, -3.780], [0.000, -2.860, -4.468], [2.924, 0.604, -0.328], [3.172, -0.577, -1.115], [2.729, -0.312, -2.466], [2.182, 1.023, -2.505], [2.320, 1.591, -1.186], [2.036, 3.006, -0.815], [1.701, 1.738, -3.717], [2.852, -1.230, -3.628], [3.794, -1.830, -0.622], [3.313, 0.807, 1.090], [0.935, -0.147, -1.106], [1.023, 2.546, -3.432], [2.531, 2.181, -4.283], [1.173, 1.054, -4.383], [1.296, 3.442, -1.494], [1.660, 3.071, 0.214], [2.942, 3.627, -0.875], [3.271, -0.139, 1.636], [4.335, 1.205, 1.180], [2.634, 1.514, 1.577], [3.523, -2.674, -1.261], [4.892, -1.760, -0.608], [3.459, -2.039, 0.400], [1.998, -1.121, -4.309], [3.760, -1.018, -4.211], [2.909, -2.274, -3.301], [-4.909, -2.743, 1.636], [-4.780, -1.997, 0.457], [-3.644, -1.201, 0.250], [-2.620, -1.175, 1.201], [-2.776, -1.869, 2.402], [-3.916, -2.656, 2.623], [-0.877, 0.133, 0.853], [-2.041, 2.002, 0.864], [-1.893, 2.923, -0.177], [-2.761, 4.021, -0.273], [-3.748, 4.210, 0.704], [-3.891, 3.293, 1.755], [-3.039, 2.181, 1.826], [0.294, -0.032, 2.670], [0.384, 1.034, 3.566], [1.199, 0.920, 4.699], [1.903, -0.269, 4.937], [1.763, -1.356, 4.067], [0.954, -1.238, 2.932], [-5.794, -3.363, 1.801], [-5.574, -2.018, -0.294], [-3.580, -0.580, -0.643], [-2.022, -1.780, 3.188], [-4.036, -3.189, 3.571], [-1.126, 2.782, -0.939], [-2.661, 4.714, -1.107], [-4.409, 5.076, 0.643], [-4.663, 3.434, 2.516], [-3.180, 1.455, 2.629], [-0.191, 1.947, 3.385], [1.264, 1.757, 5.402], [2.527, -0.359, 5.828], [2.263, -2.304, 4.279], [0.827, -2.089, 2.261]], "forces_ev_per_a": [[-0.4, -0.4, -1.3], [-0.1, 0.1, -0.1], [-0.2, 0.0, 0.1], [0.9, 0.8, -0.9], [0.1, -0.6, 0.2], [-0.2, -0.1, -0.2], [0.2, 0.0, -0.1], [0.0, 0.1, 0.1], [0.0, -0.1, 0.0], [0.0, 0.0, 0.0], [0.0, -0.1, 0.1], [0.6, -0.2, -0.8], [0.1, 1.0, 0.2], [-0.3, 0.9, -0.1], [2.2, 0.4, -0.4], [0.7, 0.0, -0.7], [-0.3, 0.2, 0.2], [-0.1, 0.1, -0.1], [0.0, -0.3, -0.3], [0.0, -0.3, 0.2], [0.0, 0.1, 0.4], [-1.6, -0.8, 1.1], [0.0, -0.1, -0.2], [-0.1, -0.1, 0.2], [0.0, 0.1, 0.0], [0.1, 0.0, 0.2], [0.1, 0.1, -0.2], [-0.2, -0.3, 0.0], [0.1, 0.2, 0.1], [-0.2, -0.1, -0.1], [0.2, -0.1, 0.0], [0.1, 0.0, 0.2], [-0.3, 0.1, 0.0], [0.2, -0.1, -0.2], [0.2, -0.1, 0.1], [-0.2, 0.0, 0.2], [0.0, 0.2, -0.2], [-0.7, -0.2, -0.4], [0.9, 1.0, -1.2], [-2.5, -0.9, -0.9], [0.3, 1.0, 1.1], [-1.2, -1.4, 1.4], [2.2, 0.6, 0.9], [-0.8, -0.3, 2.0], [0.3, -0.6, -0.1], [-0.2, 0.1, -0.2], [0.1, -0.4, 0.5], [0.1, -0.2, 0.0], [0.4, 0.0, -0.3], [-0.4, 0.2, 0.1], [-0.5, 0.3, 0.2], [0.1, 0.1, 0.1], [0.0, -0.1, -0.1], [-0.3, 0.1, -0.1], [-0.2, 0.1, -0.1], [0.1, 0.1, 0.0], [0.3, 0.3, -0.1], [0.3, 0.0, 0.3], [-0.1, -0.1, 0.1], [-0.2, -0.1, -0.2], [0.0, 0.2, -0.4], [-0.2, 0.1, 0.2], [0.0, -0.1, 0.2], [0.2, -0.3, 0.0], [0.3, 0.0, -0.3], [0.1, 0.2, -0.1], [0.3, -0.2, 0.1], [0.0, -0.4, -0.3], [-0.2, 0.0, -0.3], [-0.1, 0.4, -0.1], [0.1, 0.1, 0.1]], "s2": 8.793, "total_charge": 2, "orbital_gap_ev": [5.21, 3.59], "multiplicity": 6, "e_lumo_ev": [-5.79, -10.22], "de_lowest_kcal_mol": 36.8}


{"formula": "C7H8O", "method": "the ωB97M-V functional and the def2-TZVPD basis", "elements": ["C", "C", "C", "C", "C", "C", "C", "H", "H", "H", "H", "H", "H", "H", "H", "O"], "coordinates": [[-0.455, 1.977, 0.007], [-0.686, 0.666, -0.001], [-1.953, -0.064, -0.004], [-1.685, -1.366, -0.005], [0.338, -0.432, -0.009], [1.626, -0.374, -0.751], [1.617, -0.413, 0.755], [0.565, 2.373, -0.004], [-1.246, 2.727, 0.026], [-2.938, 0.388, -0.015], [-2.372, -2.212, 0.020], [1.860, 0.559, -1.259], [1.926, -1.290, -1.249], [1.925, -1.356, 1.209], [1.845, 0.496, 1.290], [-0.368, -1.677, -0.011]], "forces_ev_per_a": [[0.4, 0.4, 0.0], [0.0, -0.3, 0.0], [-0.3, 0.6, 0.0], [-0.3, -0.4, 0.1], [-0.3, 0.1, 0.1], [0.1, -0.1, -0.3], [0.2, -0.2, 0.0], [-0.3, -0.2, 0.0], [0.1, -0.4, 0.0], [0.2, -0.1, 0.0], [0.3, 0.3, -0.1], [-0.1, -0.2, 0.1], [0.0, 0.2, 0.0], [-0.1, 0.4, 0.0], [0.0, 0.0, 0.1], [0.2, -0.1, -0.1]], "orbital_gap_ev": 9.03, "multiplicity": 1, "e_lumo_ev": 1.13, "de_lowest_kcal_mol": 49.4}


{"formula": "C32H41ClLiMgN3O9PS", "method": "the ωB97M-V functional and the def2-TZVPD basis", "elements": ["C", "C", "C", "O", "C", "C", "C", "C", "N", "C", "C", "C", "C", "P", "O", "Cl", "C", "C", "S", "H", "H", "H", "H", "H", "H", "H", "H", "H", "H", "H", "C", "C", "C", "C", "C", "C", "N", "O", "C", "C", "C", "H", "H", "H", "H", "H", "H", "H", "H", "H", "H", "H", "H", "H", "H", "H", "H", "H", "H", "C", "C", "O", "C", "H", "H", "H", "H", "H", "H", "C", "C", "C", "C", "C", "C", "N", "O", "O", "H", "H", "H", "H", "H", "Li", "Mg", "C", "O", "O", "O", "H"], "coordinates": [[-2.332, -4.951, -0.939], [-3.191, -4.604, 0.395], [-3.997, -3.175, 0.377], [-3.955, -2.234, -0.757], [-4.860, -2.704, 1.603], [-4.948, -3.593, 2.910], [-4.159, -4.937, 2.901], [-3.287, -5.468, 1.684], [-2.535, -6.758, 1.793], [-1.655, -6.723, 3.013], [-0.133, -6.993, 2.855], [0.736, -6.879, 4.143], [0.146, -6.519, 5.567], [1.405, -6.374, 6.964], [1.844, -4.695, 6.956], [3.235, -7.350, 6.436], [-1.410, -6.287, 5.736], [-2.254, -6.391, 4.442], [-4.104, -6.083, 4.383], [-1.789, -5.953, -0.931], [-1.510, -4.137, -1.017], [-2.982, -4.890, -1.920], [-3.965, -2.712, -1.631], [-5.422, -1.706, 1.595], [-5.539, -3.258, 3.837], [-1.935, -6.880, 0.965], [0.260, -7.248, 1.810], [1.862, -7.053, 4.027], [1.722, -4.427, 6.004], [-1.865, -6.036, 6.748], [1.648, -1.427, -0.812], [0.984, -0.801, -2.057], [1.822, 0.404, -2.542], [3.161, 0.051, -3.185], [3.178, -1.324, -3.848], [1.789, -1.868, -4.250], [0.938, -1.889, -3.050], [-0.277, -2.365, -3.281], [2.014, -3.320, -4.729], [1.232, -1.054, -5.433], [-0.376, -0.220, -1.610], [1.054, -2.260, -0.426], [1.747, -0.694, -0.005], [2.647, -1.812, -1.029], [1.238, 0.982, -3.266], [2.006, 1.095, -1.710], [3.409, 0.822, -3.923], [3.956, 0.092, -2.434], [3.844, -1.295, -4.716], [3.648, -2.029, -3.151], [2.366, -3.955, -3.910], [2.769, -3.357, -5.520], [1.101, -3.766, -5.133], [1.922, -1.098, -6.281], [1.085, 0.002, -5.194], [0.274, -1.448, -5.781], [-0.232, 0.540, -0.835], [-1.031, -0.983, -1.182], [-0.900, 0.258, -2.443], [3.059, 2.825, 2.190], [3.037, 2.650, 0.695], [2.010, 2.803, 0.055], [4.331, 2.277, 0.022], [2.059, 3.092, 2.538], [3.359, 1.891, 2.670], [3.749, 3.628, 2.460], [4.687, 1.319, 0.405], [5.077, 3.055, 0.195], [4.166, 2.185, -1.054], [-1.787, 6.242, -1.374], [-1.831, 7.549, -0.897], [-1.205, 7.873, 0.299], [-0.531, 6.880, 1.013], [-0.490, 5.569, 0.544], [-1.122, 5.252, -0.654], [0.153, 7.223, 2.263], [0.083, 8.389, 2.662], [0.757, 6.340, 2.840], [-2.272, 5.993, -2.313], [-2.352, 8.316, -1.461], [-1.249, 8.893, 0.656], [0.027, 4.789, 1.093], [-1.093, 4.235, -1.029], [-0.686, 10.015, 1.795], [-4.850, -4.547, -1.148], [-1.604, 12.615, -0.553], [-2.630, 13.129, -1.054], [-0.686, 13.556, -0.216], [-1.313, 11.415, -0.326], [-1.257, 14.284, -0.531]], "forces_ev_per_a": [[0.6, 0.9, 0.8], [-1.0, 1.2, 2.2], [-0.5, -0.4, 3.4], [0.2, -2.2, 2.0], [1.7, -3.2, 0.3], [2.8, -1.5, -3.7], [0.6, 1.2, -1.8], [-1.3, 2.8, -0.7], [0.1, 3.0, 2.0], [2.6, -0.1, 2.6], [-2.3, 1.1, 3.6], [-3.2, 0.5, -0.2], [-1.3, -0.4, -4.6], [-0.2, 1.3, 1.5], [-1.0, -2.3, -2.2], [-1.1, 0.6, -0.5], [2.1, -0.8, -3.9], [2.4, -0.3, -1.1], [1.6, 1.0, -1.1], [-1.1, 1.2, 0.1], [-1.4, -1.2, -0.1], [1.3, -0.2, 1.4], [0.3, 0.6, 0.3], [1.1, -1.7, -0.3], [1.1, -0.6, -1.7], [-0.5, 0.1, 0.6], [-0.4, 0.4, 1.9], [-1.9, 0.3, 0.4], [0.4, 0.1, 1.3], [0.6, -0.4, -1.7], [0.3, -0.2, 0.3], [0.7, 1.0, 2.0], [0.2, 0.0, -0.6], [0.2, 0.3, 0.0], [0.2, -0.1, 0.4], [2.3, -0.9, -0.8], [-5.6, 0.5, -2.3], [3.7, 0.7, 1.1], [-0.4, -0.3, 0.1], [-0.7, 0.3, 0.1], [-0.4, -0.7, -0.4], [0.0, 0.1, -0.1], [-0.1, 0.0, -0.2], [0.0, 0.0, -0.1], [-0.2, -0.2, 0.1], [-0.3, -0.3, 0.0], [-0.1, 0.0, 0.1], [0.0, 0.0, -0.1], [-0.3, -0.2, 0.0], [-0.2, -0.1, -0.1], [0.0, 0.1, 0.0], [-0.1, 0.2, 0.2], [0.0, 0.2, 0.1], [0.1, -0.2, 0.3], [0.1, -0.1, 0.1], [0.1, -0.1, 0.2], [0.4, -0.1, -0.2], [0.1, 0.0, -0.2], [0.1, -0.2, 0.0], [-0.4, 0.1, 0.0], [-0.5, 0.1, -0.2], [0.4, -0.1, 0.2], [-0.2, 0.0, -0.4], [0.1, 0.0, -0.1], [0.2, 0.1, 0.0], [0.1, -0.2, 0.1], [0.2, 0.1, 0.1], [0.1, -0.2, 0.1], [0.0, 0.1, 0.1], [0.1, -0.1, 0.2], [0.0, 0.1, 0.0], [0.1, -0.3, 0.1], [-0.4, -0.1, -0.6], [0.1, -0.2, 0.1], [0.0, 0.3, 0.1], [0.2, -1.0, -0.1], [0.0, 0.1, 0.1], [-0.5, 1.1, -0.3], [0.1, 0.1, 0.1], [0.1, 0.0, 0.2], [-0.3, -0.4, -0.8], [0.0, 0.2, 0.0], [0.1, 0.1, 0.1], [0.2, 1.0, -0.3], [-2.1, -1.2, -0.9], [-1.4, 0.2, -0.5], [0.1, -1.2, 0.1], [0.4, 0.6, 0.2], [0.2, -1.3, 1.0], [0.8, 0.5, 0.3]], "total_charge": 1, "orbital_gap_ev": 2.35, "multiplicity": 1, "e_lumo_ev": -6.16}


{"formula": "C2H8NOPS", "method": "the ωB97M-V functional and the def2-TZVPD basis", "elements": ["C", "C", "N", "O", "P", "S", "H", "H", "H", "H", "H", "H", "H", "H"], "coordinates": [[1.698, 1.271, -0.549], [-2.487, -0.499, -0.573], [0.999, -0.594, 1.554], [0.436, -1.362, -0.802], [0.502, -0.114, 0.018], [-1.387, 0.655, 0.333], [1.262, 1.968, -1.408], [1.979, 1.835, 0.364], [2.519, 0.702, -0.882], [-1.950, -0.901, -1.483], [-3.475, -0.020, -0.614], [-2.427, -1.257, 0.109], [1.356, -0.110, 2.378], [0.974, -1.575, 1.555]], "forces_ev_per_a": [[-2.9, 0.8, 0.0], [1.6, 1.1, -1.4], [0.5, 1.7, -0.5], [0.1, 1.0, 0.0], [0.9, -0.4, 0.1], [-0.5, 1.5, -0.3], [0.9, -1.6, 2.0], [-0.2, -0.1, -0.7], [1.2, -0.5, -0.6], [-1.1, 0.9, 0.6], [0.5, -0.4, -0.5], [-0.8, -2.4, 1.4], [-0.3, -0.2, -0.8], [0.2, -1.4, 0.5]], "orbital_gap_ev": 9.69, "multiplicity": 1, "e_lumo_ev": 0.74, "de_lowest_kcal_mol": 32.7}


Question: Which of these has the highest multiplicity?
Answer: C31H38RuSb